1.
DFT (the ωB97M-V functional and the def2-TZVPD basis) results for a molecular structure, C36H49BeCl5F4KN5O12 at a distorted geometry.

Each line ends with the Mulliken charge.
Geometry (Å):
C 2.9903 3.3189 0.1969  -1.426
C 3.4177 1.8189 0.0607  0.819
F 4.2302 1.7788 -1.1380  -0.570
C 2.1116 0.9645 -0.1998  -0.614
C 2.2957 -0.6131 -0.2642  -0.624
N 1.7596 -1.4265 -1.1700  0.940
C 0.9050 -0.9246 -2.2564  -1.746
C -0.4185 -0.3279 -1.6781  1.080
C -1.5557 -0.3895 -2.7328  -1.513
O -0.6937 -1.0386 -0.4718  -0.186
C -2.0723 -1.1002 -0.1216  -0.759
C -2.1096 -1.5265 1.3617  0.297
C -2.8671 -0.8487 2.3187  -0.307
C -2.8494 -1.2661 3.6484  -0.909
C -2.0889 -2.3757 4.0347  -0.372
C -1.3597 -3.0643 3.0680  -0.661
C -1.3476 -2.6455 1.7313  -0.404
C 2.0615 -2.7658 -0.9473  0.173
C 1.5441 -3.8860 -1.8288  -1.782
O 2.1079 -3.7653 -3.0848  -0.368
C 3.3256 -4.3588 -3.2325  -0.120
C 4.0469 -5.1530 -2.2750  0.449
C 5.2863 -5.7268 -2.5549  -0.990
C 5.8636 -5.5471 -3.8091  -0.375
C 5.1672 -4.7434 -4.7471  -0.612
C 3.9455 -4.1484 -4.4782  -0.570
C 2.8468 -2.8051 0.1929  0.871
Cl 3.5030 -4.1606 1.0133  -0.091
N 2.9930 -1.5058 0.5948  0.676
N 3.6433 -0.9222 1.6725  0.235
C 5.0997 -0.9810 1.5789  0.524
O 5.6617 -0.8011 0.5193  -0.552
F 5.8543 -1.1951 2.6287  -0.194
C 3.1397 -1.3701 2.9613  0.192
O 3.4958 -2.3229 3.5761  -0.363
F 2.1589 -0.5905 3.4556  -0.214
H 1.9079 3.3893 0.3516  0.347
H 3.5003 3.7180 1.0929  0.334
H 3.3496 3.8934 -0.6646  0.394
H 3.9492 1.5627 0.9867  0.044
H 1.4194 1.2273 0.6243  0.691
H 1.6489 1.3664 -1.1112  0.450
H 1.4045 -0.1402 -2.8457  0.223
H 0.5882 -1.7511 -2.9114  0.545
H -0.3140 0.7471 -1.4207  -0.018
H -1.1356 -0.0950 -3.7151  0.492
H -1.9440 -1.4131 -2.8614  0.404
H -2.3708 0.3119 -2.5161  0.370
H -2.6221 -1.8904 -0.6701  0.354
H -2.5980 -0.1291 -0.1662  0.403
H -3.4690 0.0134 2.0156  0.438
H -3.4165 -0.7288 4.4126  0.445
H -2.0574 -2.7094 5.0733  0.540
H -0.7574 -3.9459 3.3142  0.426
H -0.7754 -3.1784 0.9685  0.482
H 0.4598 -3.6834 -1.9522  0.335
H 1.5953 -4.8781 -1.3503  0.647
H 3.6244 -5.3516 -1.2925  0.499
H 5.8315 -6.3223 -1.8170  0.337
H 6.8190 -6.0278 -4.0367  0.359
H 5.6271 -4.6048 -5.7315  0.389
H 3.4401 -3.4867 -5.2477  0.620
C 1.4277 7.9958 0.2907  -0.489
C 2.7471 7.7037 -0.3722  -0.388
O 2.6357 6.3239 -0.6997  -0.312
C 1.3169 6.0200 -0.7833  0.717
O 0.9058 4.9884 -1.2027  -0.445
O 0.5314 7.0579 -0.3223  -0.178
H 1.0952 9.0162 0.1138  0.328
H 1.4448 7.8081 1.3673  0.269
H 2.8873 8.2735 -1.2927  0.271
H 3.5960 7.8796 0.2850  0.327
N -2.9255 6.0021 -1.0822  0.818
O -1.5705 6.2315 -0.9628  -0.066
O -3.6572 6.2815 -0.1643  -0.500
O -3.3037 5.5489 -2.1251  -0.391
Cl -3.2825 8.2211 -3.2354  -0.149
C -3.2884 8.6670 -4.9616  -0.459
C -4.3917 7.9745 -5.7220  -0.432
Cl -4.1117 6.2220 -5.8624  -0.168
H -2.3097 8.4313 -5.3741  0.321
H -3.4281 9.7465 -5.0092  0.289
H -4.4433 8.3703 -6.7357  0.306
H -5.3587 8.1250 -5.2465  0.316
K 5.2210 0.0134 -1.1424  1.032
C -5.0917 -2.6189 -0.6580  0.549
O -4.2728 -2.5795 -1.5590  -0.666
N -6.3465 -3.0903 -0.7769  0.191
C -7.2686 -3.1074 0.3390  -1.134
C -6.7870 -3.5983 -2.0681  -0.944
H -4.8570 -2.2588 0.3592  -0.104
H -7.5864 -4.1513 0.5448  0.370
H -8.1501 -2.5099 0.0905  0.415
H -6.8003 -2.6994 1.2346  0.384
H -6.1433 -4.4245 -2.3712  0.309
H -6.7092 -2.8073 -2.8147  0.303
H -7.8170 -3.9415 -2.0052  0.376
C 0.4562 -0.8729 8.7630  -1.362
C 0.1118 -1.8604 7.6590  0.277
C 1.0519 -1.7122 6.4713  -1.030
O -1.2342 -1.6511 7.2318  -0.522
H 0.3603 0.1566 8.4054  0.350
H -0.2308 -0.9835 9.6032  0.337
H 1.4755 -1.0224 9.1236  0.372
H 0.1686 -2.8785 8.0469  0.326
H 0.9748 -0.7098 6.0392  0.267
H 0.7882 -2.4193 5.6828  0.217
H 2.0892 -1.8866 6.7637  0.433
H -1.2991 -0.7538 6.8855  0.347
Cl 2.5281 -6.7966 -3.5309  -0.640
Cl -1.1570 5.4962 0.6054  0.050
Be -8.7101 -4.6074 1.9999  -0.037
F 2.9211 -2.0910 -5.9782  -0.933

Computed properties:
E_LUMO: -2.25 eV
Orbital gap: 2.3 eV
Calculated total energy: -5892.23642 hartree
E_HOMO: -0.1676 hartree



2.
DFT (the ωB97M-V functional and the def2-TZVPD basis) results for a molecular structure, C36H49CaN6O15 at a distorted geometry.

Each line ends with the Mulliken charge.
Geometry (Å):
Ca -33.4556 -7.7334 -14.7741  1.540
N -33.6764 -8.4986 -11.9901  0.755
O -33.8783 -9.2554 -12.9757  0.012
O -33.6309 -7.3115 -12.2678  -1.103
O -33.6985 -8.9205 -10.8538  0.025
C -29.3233 -2.5633 -12.6011  -1.356
C -30.1645 -2.9875 -13.8076  0.559
C -29.4226 -3.7108 -14.8590  -0.585
O -30.2474 -4.7788 -15.1438  -0.315
C -31.1508 -4.9519 -14.2610  0.419
O -31.9847 -5.8867 -14.3288  -0.585
O -31.1292 -3.9933 -13.3497  -0.243
H -28.8996 -1.5776 -12.7933  0.392
H -28.4853 -3.2510 -12.4878  0.368
H -29.9440 -2.6230 -11.7071  0.321
H -30.6660 -2.1095 -14.2147  0.301
H -28.4139 -4.0047 -14.5685  0.310
H -29.3770 -3.1919 -15.8164  0.281
C -40.2156 -9.6193 -13.9397  -1.549
C -39.0530 -8.7690 -13.4920  0.559
C -38.1233 -9.6007 -12.5385  -0.671
O -36.8299 -9.3169 -13.0604  0.424
C -36.9204 -8.5681 -14.1929  0.109
O -35.9776 -8.1781 -14.8820  -0.683
O -38.1750 -8.3510 -14.5369  -0.343
H -39.8397 -10.4967 -14.4661  0.408
H -40.8678 -9.0811 -14.6276  0.390
H -40.8510 -9.9442 -13.1158  0.383
H -39.4127 -7.9597 -12.8566  0.280
H -38.4328 -10.6390 -12.6583  0.392
H -38.2263 -9.2672 -11.5059  0.347
C -31.7857 -11.6013 -10.8800  -1.653
C -32.7217 -12.2490 -11.8378  2.701
C -32.1641 -12.5717 -13.2075  0.119
O -32.1858 -14.0079 -13.4125  -0.425
C -32.6664 -14.5429 -12.1973  0.535
O -32.7330 -15.6990 -11.9212  -0.543
O -33.0761 -13.5612 -11.3831  -0.537
H -32.1975 -11.5327 -9.8731  0.090
H -31.3042 -10.6867 -11.2262  0.333
H -30.9172 -12.2444 -10.7379  0.641
H -33.7082 -11.8071 -11.9785  -1.235
H -31.1859 -12.0910 -13.1967  -0.182
H -32.6769 -12.0718 -14.0293  0.136
C -29.5712 -11.2792 -17.1248  -1.424
C -29.6054 -11.2139 -15.5551  0.546
C -28.4209 -10.6568 -14.7698  -0.488
O -29.0980 -9.5655 -14.1027  -0.339
C -30.4013 -9.5023 -14.4042  0.554
O -31.1665 -8.6474 -13.9087  -0.466
O -30.7087 -10.4263 -15.2636  -0.299
H -28.5689 -11.4997 -17.4919  0.410
H -29.7823 -10.3100 -17.5768  0.377
H -30.2232 -12.0087 -17.6053  0.331
H -29.7276 -12.1866 -15.0786  0.239
H -27.6408 -10.3349 -15.4598  0.313
H -27.9418 -11.2953 -14.0276  0.307
N -36.0621 -5.9601 -8.1472  -0.174
C -36.1360 -7.3141 -8.5594  -0.431
C -37.1814 -7.9105 -7.8277  -0.602
C -37.6074 -6.9838 -6.8220  -0.888
C -36.8932 -5.8089 -7.1257  -0.406
H -35.4228 -5.3041 -8.5729  0.879
H -35.4599 -7.6902 -9.3130  0.473
H -37.3335 -8.9789 -7.8716  0.484
H -38.3379 -7.0899 -6.0336  0.410
H -36.9269 -4.8319 -6.6667  0.372
N -35.5737 -11.2554 -10.2261  1.348
C -36.6822 -11.9190 -10.7739  -0.328
C -37.0662 -12.8311 -9.8267  -1.048
C -36.1650 -12.7909 -8.6954  -1.066
C -35.3095 -11.6972 -8.9632  -0.570
H -35.0893 -10.4523 -10.6008  -0.369
H -36.9372 -11.7070 -11.8017  0.278
H -37.9461 -13.4560 -9.8662  0.462
H -36.2398 -13.4408 -7.8360  0.495
H -34.4438 -11.3733 -8.4046  0.581
N -36.0984 -11.8309 -15.7483  -0.013
C -35.4206 -11.9753 -14.5733  0.002
C -35.7011 -13.2399 -13.9965  -0.318
C -36.3912 -13.8972 -15.0091  -1.104
C -36.6823 -13.0415 -16.0545  -0.678
H -36.1991 -10.9996 -16.3129  0.231
H -34.9235 -11.1872 -14.0272  0.350
H -35.3510 -13.5604 -13.0264  0.601
H -36.7802 -14.9044 -15.0339  0.435
H -37.1232 -13.2128 -17.0254  0.473
N -31.9794 -9.1756 -8.3853  0.507
C -31.7659 -10.0274 -7.2960  -0.447
C -30.5717 -9.6634 -6.7445  -0.449
C -30.0194 -8.5757 -7.4424  -1.006
C -30.9233 -8.2872 -8.4438  -0.395
H -32.7731 -9.2753 -9.0019  -0.027
H -32.3922 -10.8529 -6.9917  0.401
H -30.1795 -10.1211 -5.8484  0.424
H -29.0347 -8.1666 -7.2710  0.396
H -31.0088 -7.5612 -9.2388  0.541
N -33.6740 -5.2132 -10.1172  0.777
C -33.0733 -5.0604 -8.9367  -0.297
C -33.5692 -3.9932 -8.3050  -0.682
C -34.5152 -3.4543 -9.0871  -0.515
C -34.6832 -4.2768 -10.2007  -0.873
H -33.4349 -5.9031 -10.8151  -0.018
H -32.2798 -5.7723 -8.7636  0.338
H -33.3135 -3.5887 -7.3369  0.432
H -35.0482 -2.5515 -8.8280  0.436
H -35.3768 -4.2977 -11.0283  0.398

Computed properties:
E_LUMO: -3.82 eV
Orbital gap: 5.2 eV
Calculated total energy: -3535.68003 hartree
Total charge: +1
E_HOMO: -0.3323 hartree